(1)
ORCA calculation (ωB97M-V/def2-TZVPD) on a 2-piece molecular cluster, CH6IN4 overall at a distorted geometry.

Each atom is followed by the atoms it is bonded to, with distances in Å.
Geometry (Å):
1 I 0.057 -1.890 2.121  N4 2.005
2 N 0.798 0.922 0.090  N5 1.239, C6 1.129
3 N -0.950 1.004 -1.517  C6 1.257, H9 1.044, H12 0.972
4 N -0.948 -1.338 0.476  I1 2.005, H8 1.116, H10 1.187
5 N 1.589 0.971 1.044  N2 1.239, H7 1.067, H11 1.082
6 C 0.021 0.887 -0.727  N2 1.129, N3 1.257
7 H 1.285 0.076 1.538  N5 1.067
8 H -1.741 -2.105 0.309  N4 1.116
9 H -0.694 1.325 -2.477  N3 1.044
10 H -0.127 -1.839 -0.218  N4 1.187
11 H 2.610 0.901 0.695  N5 1.082
12 H -1.901 1.087 -1.334  N3 0.972

Its relative energy (zero: lowest compared OMol25 entry of this formula, charge and spin) is 275.30 kJ/mol. The calculation puts the calculated total energy at -558.0071 Eh. Its net charge is +1. The molar mass comes out at 201.0 g/mol. The calculation puts the HOMO energy at -0.484 Eh. The LUMO energy comes out at -3.889 eV. The value obtained for the HOMO-LUMO gap is 9.291 eV.

What are the Mulliken partial charges on each atom? They are as follows, in elementary charge units: number 1, I, carries 0.237; number 2, N, carries 0.644; number 3, N, carries -0.403; number 4, N, carries -0.849; number 5, N, carries -0.676; number 6, C, carries 0.298; number 7, H, carries 0.147; number 8, H, carries 0.342; number 9, H, carries 0.294; number 10, H, carries 0.375; number 11, H, carries 0.345; number 12, H, carries 0.246

=====

(2)
ORCA calculation (ωB97M-V/def2-TZVPD) on the molecule C18H17NO3 at a distorted geometry.

Each atom is followed by the atoms it is bonded to, with distances in Å.
Geometry (Å):
1 O 3.141 0.794 -0.845  C17 1.215
2 O -0.533 -1.609 -0.132  N4 1.432, C6 1.414
3 O 3.702 -1.353 -0.233  C11 1.426, C17 1.362
4 N 0.890 -1.734 -0.230  O2 1.432, C10 1.301
5 C -2.474 1.542 2.880  C7 1.395, C21 1.382, H31 1.091
6 C -0.926 -0.254 -0.229  O2 1.414, C8 1.567, C14 1.532, C22 1.542
7 C -2.352 1.001 1.600  C5 1.395, C8 1.398, H35 1.080
8 C -1.163 0.401 1.175  C6 1.567, C7 1.398, C20 1.413
9 C -3.967 -0.963 -2.514  C13 1.408, C16 1.389, H24 1.084
10 C 1.399 -0.595 -0.600  N4 1.301, C17 1.466, C22 1.519
11 C 5.072 -0.963 -0.155  O3 1.426, C18 1.524, H32 1.117, H33 1.110
12 C -0.171 1.067 3.334  C20 1.412, C21 1.412, H36 1.105
13 C -2.873 -1.185 -1.657  C9 1.408, C14 1.434, H28 1.097
14 C -2.145 -0.066 -1.135  C6 1.532, C13 1.434, C19 1.413
15 C -3.536 1.433 -2.499  C16 1.398, C19 1.409, H27 1.085
16 C -4.227 0.318 -2.983  C9 1.389, C15 1.398, H37 1.074
17 C 2.845 -0.354 -0.584  O1 1.215, O3 1.362, C10 1.466
18 C 5.896 -2.138 0.357  C11 1.524, H26 1.092, H34 1.080, H39 1.088
19 C -2.516 1.234 -1.548  C14 1.413, C15 1.409, H25 1.090
20 C -0.064 0.465 2.062  C8 1.413, C12 1.412, H23 1.088
21 C -1.402 1.620 3.748  C5 1.382, C12 1.412, H30 1.104
22 C 0.298 0.409 -0.894  C6 1.542, C10 1.519, H29 1.096, H38 1.077
23 H 0.913 0.104 1.746  C20 1.088
24 H -4.554 -1.815 -2.837  C9 1.084
25 H -2.009 2.104 -1.129  C19 1.090
26 H 5.491 -2.580 1.271  C18 1.092
27 H -3.834 2.432 -2.798  C15 1.085
28 H -2.577 -2.190 -1.331  C13 1.097
29 H 0.151 0.502 -1.976  C22 1.096
30 H -1.493 2.093 4.742  C21 1.104
31 H -3.464 1.877 3.194  C5 1.091
32 H 5.461 -0.678 -1.162  C11 1.117
33 H 5.230 -0.100 0.525  C11 1.110
34 H 5.830 -2.899 -0.407  C18 1.080
35 H -3.236 0.976 0.980  C7 1.080
36 H 0.728 1.115 3.974  C12 1.105
37 H -5.017 0.492 -3.690  C16 1.074
38 H 0.539 1.385 -0.506  C22 1.077
39 H 6.946 -1.887 0.485  C18 1.088

Its relative energy (zero: lowest compared OMol25 entry of this formula, charge and spin) is 269.43 kJ/mol. The calculation puts the calculated total energy at -976.5229 Eh. Its net charge is 0. The molar mass comes out at 295.3 g/mol. The calculation puts the HOMO energy at -0.340 Eh. The LUMO energy comes out at 0.161 eV. The value obtained for the HOMO-LUMO gap is 9.423 eV.

What are the Mulliken partial charges on each atom? They are as follows, in elementary charge units: number 1, O, carries -0.586; number 2, O, carries -0.395; number 3, O, carries -0.280; number 4, N, carries -0.416; number 5, C, carries -0.766; number 6, C, carries 1.959; number 7, C, carries -0.285; number 8, C, carries 0.386; number 9, C, carries -0.774; number 10, C, carries 0.574; number 11, C, carries -0.139; number 12, C, carries -0.638; number 13, C, carries -0.377; number 14, C, carries -0.349; number 15, C, carries -0.829; number 16, C, carries -0.319; number 17, C, carries -0.019; number 18, C, carries -1.251; number 19, C, carries -0.021; number 20, C, carries -0.491; number 21, C, carries -0.440; number 22, C, carries -0.695; number 23, H, carries 0.242; number 24, H, carries 0.400; number 25, H, carries 0.371; number 26, H, carries 0.318; number 27, H, carries 0.382; number 28, H, carries 0.404; number 29, H, carries 0.557; number 30, H, carries 0.346; number 31, H, carries 0.366; number 32, H, carries 0.283; number 33, H, carries 0.312; number 34, H, carries 0.327; number 35, H, carries 0.418; number 36, H, carries 0.367; number 37, H, carries 0.381; number 38, H, carries 0.299; number 39, H, carries 0.379

=====

(3)
ORCA calculation (ωB97M-V/def2-TZVPD) on the molecule C5H4 at a distorted geometry.

Each atom is followed by the atoms it is bonded to, with distances in Å.
Geometry (Å):
1 C 0.776 0.414 -1.090  C2 1.497, H6 1.101, H7 1.096, H8 1.093
2 C -0.045 0.107 0.124  C1 1.497, C3 1.479, C5 1.353
3 C -0.171 -1.014 1.081  C2 1.479, C4 1.398, C5 1.767, H9 1.083
4 C -1.545 -0.911 1.320  C3 1.398, C5 1.572
5 C -1.025 0.528 0.957  C2 1.353, C3 1.767, C4 1.572
6 H 1.851 0.463 -0.857  C1 1.101
7 H 0.501 1.348 -1.594  C1 1.096
8 H 0.640 -0.415 -1.789  C1 1.093
9 H 0.590 -1.381 1.760  C3 1.083

Its relative energy (zero: lowest compared OMol25 entry of this formula, charge and spin) is 325.87 kJ/mol. The calculation puts the calculated total energy at -192.6700 Eh. Its net charge is 0. The molar mass comes out at 64.1 g/mol. The calculation puts the HOMO energy (spin up / spin down) at -0.320 / -0.320 Eh. The LUMO energy (spin up / spin down) comes out at -0.452 / -0.453 eV. The value obtained for the HOMO-LUMO gap (spin up / spin down) is 8.265 / 8.265 eV.

What are the Mulliken partial charges on each atom? They are as follows, in elementary charge units: number 1, C, carries -0.885; number 2, C, carries 0.815; number 3, C, carries -0.235; number 4, C, carries -0.234; number 5, C, carries -0.558; number 6, H, carries 0.274; number 7, H, carries 0.291; number 8, H, carries 0.293; number 9, H, carries 0.239

=====

Question: Among the records above, which one has the highest relative energy (zero: lowest compared OMol25 entry of this formula, charge and spin)?
Answer: C5H4